The following is a quantum chemistry calculation of F12H20N6Na2O34S12 as an isolated structure, from the OMol25 dataset.

CARTESIAN COORDINATES (ANGSTROEM)
Na  -18.605  4.359  -2.879
Na  -17.661  6.018  -9.295
N  -18.248  2.260  -4.020
S  -19.171  2.231  -5.446
O  -20.035  1.077  -5.684
O  -18.696  2.995  -6.612
F  -20.211  3.227  -4.836
S  -16.953  1.922  -4.778
O  -16.399  3.166  -5.309
O  -16.895  0.666  -5.516
F  -15.916  1.720  -3.579
N  -16.860  6.829  -6.975
S  -18.155  6.557  -5.924
O  -19.094  7.703  -5.684
O  -18.094  5.499  -5.003
F  -19.066  5.857  -7.093
S  -15.978  7.180  -5.827
O  -15.333  6.058  -5.176
O  -16.195  8.417  -5.084
F  -14.734  7.707  -6.784
N  -23.077  6.295  -7.616
S  -23.740  5.822  -9.130
O  -24.146  4.435  -9.311
O  -23.164  6.497  -10.239
F  -25.161  6.540  -8.910
S  -22.417  4.936  -7.345
O  -21.475  4.399  -8.351
O  -23.145  3.948  -6.565
F  -21.444  5.648  -6.213
N  -15.807  5.818  -10.696
S  -15.847  5.559  -12.375
O  -14.644  4.965  -12.952
O  -16.706  6.408  -13.161
F  -16.669  4.187  -12.066
S  -14.977  7.042  -10.852
O  -15.522  8.314  -11.349
O  -13.532  6.730  -10.789
F  -15.206  7.338  -9.271
N  -22.480  7.687  -2.142
S  -22.052  8.657  -3.268
O  -22.959  8.921  -4.367
O  -20.617  8.770  -3.569
F  -22.128  9.893  -2.295
S  -22.208  6.303  -3.140
O  -20.857  5.920  -3.428
O  -23.194  6.110  -4.191
F  -22.834  5.236  -2.139
N  -10.199  6.467  -5.171
S  -9.082  6.976  -5.940
O  -8.470  8.233  -5.560
O  -8.963  6.539  -7.307
F  -8.057  6.006  -5.217
S  -11.291  7.615  -5.684
O  -11.498  7.595  -7.126
O  -11.310  8.876  -4.897
F  -12.542  6.859  -5.052
O  -13.132  7.458  -2.419
H  -13.013  6.870  -1.673
H  -13.300  6.875  -3.159
O  -13.460  4.085  -5.585
H  -13.805  3.230  -5.327
H  -14.198  4.684  -5.474
O  -15.104  10.917  -5.929
H  -15.727  11.597  -5.672
H  -15.456  10.113  -5.547
O  -21.067  8.142  -7.256
H  -20.498  7.800  -6.566
H  -21.631  7.405  -7.488
O  -16.005  4.458  -7.555
H  -16.161  5.385  -7.373
H  -16.379  4.000  -6.803
O  -17.027  8.905  -2.103
H  -16.258  9.167  -1.598
H  -17.005  9.463  -2.881
O  -19.753  10.304  -5.835
H  -19.695  9.388  -5.562
H  -19.317  10.791  -5.136
O  -18.110  3.588  -9.407
H  -18.454  2.835  -9.888
H  -18.577  3.572  -8.571
O  -17.580  9.011  -8.526
H  -16.856  9.635  -8.575
H  -17.258  8.314  -7.954
O  -16.418  5.934  -2.623
H  -16.267  6.685  -2.050
H  -15.561  5.516  -2.703

Its spin multiplicity is 2. Its total energy is -9199.713926 hartree. As for the total charge: -3. The calculation puts the HOMO energy (alpha / beta) at -0.1149 / -0.1149 Ha. Its expectation value of S² is 0.755.

---

The following is a quantum chemistry calculation of F12InP2 as an isolated structure, from the OMol25 dataset.

CARTESIAN COORDINATES (ANGSTROEM)
In  1.193  -1.480  -0.945
P  1.277  0.303  1.421
F  0.719  -1.217  1.378
F  2.490  -0.352  0.506
F  0.656  0.488  -0.085
F  1.772  1.815  1.492
F  -0.099  0.664  2.228
F  2.121  -0.026  2.776
P  -1.482  0.006  -1.237
F  -0.771  -0.897  -0.045
F  -1.672  -1.392  -1.907
F  -2.978  -0.158  -0.502
F  -2.065  0.666  -2.615
F  -1.189  1.489  -0.573
F  0.028  0.091  -1.892

Its spin multiplicity is 1. Its total energy is -2071.015615 hartree. As for the total charge: +1. The calculation puts the HOMO energy at -0.6382 Ha.

---

The following is a quantum chemistry calculation of F12N6NaO24S12 as an isolated structure, from the OMol25 dataset.

CARTESIAN COORDINATES (ANGSTROEM)
Na  -5.978  14.792  20.617
N  -6.447  9.959  20.269
S  -5.296  10.977  20.658
O  -5.571  12.360  20.381
O  -3.894  10.593  20.595
F  -5.660  10.786  22.210
S  -6.208  10.174  18.596
O  -5.190  9.328  18.011
O  -6.441  11.468  17.942
F  -7.497  9.314  18.134
N  -8.405  13.729  24.881
S  -8.586  13.348  23.192
O  -7.666  13.859  22.165
O  -9.905  12.865  22.701
F  -7.782  11.961  23.431
S  -8.536  15.243  24.765
O  -9.908  15.729  24.901
O  -7.567  15.967  23.953
F  -8.095  15.463  26.278
N  -3.757  17.352  24.064
S  -4.423  15.886  24.183
O  -4.822  15.328  22.862
O  -4.994  15.423  25.474
F  -3.041  15.161  24.285
S  -4.732  18.084  24.841
O  -4.459  18.108  26.289
O  -6.101  18.270  24.403
F  -4.154  19.505  24.342
N  -8.935  16.805  16.937
S  -7.717  15.579  17.201
O  -7.597  14.483  16.250
O  -7.469  15.409  18.578
F  -6.536  16.609  16.766
S  -10.087  15.736  16.502
O  -10.722  14.851  17.423
O  -10.030  15.340  15.133
F  -11.140  16.912  16.489
N  -7.339  19.167  19.863
S  -7.986  19.334  21.469
O  -7.451  20.253  22.415
O  -8.452  18.112  22.062
F  -9.437  19.933  20.904
S  -6.052  18.572  20.493
O  -6.148  17.172  20.917
O  -5.146  19.431  21.286
F  -5.125  18.481  19.131
N  -1.609  15.607  20.663
S  -1.637  14.072  20.508
O  -0.699  13.501  19.564
O  -2.876  13.382  20.740
F  -0.744  13.981  21.880
S  -2.488  15.784  19.190
O  -3.909  15.531  19.251
O  -1.816  15.560  17.922
F  -2.511  17.403  19.301

Its spin multiplicity is 1. Its total energy is -8272.845108 hartree. As for the total charge: -5. The calculation puts the HOMO energy at 0.0541 Ha.

---

The following is a quantum chemistry calculation of F14H14N7Na4O35S14 as an isolated structure, from the OMol25 dataset.

CARTESIAN COORDINATES (ANGSTROEM)
Na  0.359  -13.347  -20.247
Na  0.028  -8.752  -16.799
Na  -0.469  -8.435  -23.421
Na  -0.676  -6.322  -21.658
N  2.957  -7.846  -24.911
S  2.218  -8.883  -25.949
O  1.035  -9.455  -25.389
O  2.984  -9.567  -26.903
F  1.560  -7.649  -26.751
S  3.953  -8.819  -24.140
O  5.144  -9.213  -24.814
O  3.280  -9.745  -23.311
F  4.501  -7.720  -23.089
N  1.384  -10.578  -16.191
S  0.620  -12.026  -16.491
O  0.994  -13.097  -15.662
O  0.236  -12.315  -17.823
F  -0.698  -11.554  -15.714
S  2.857  -10.983  -16.703
O  3.157  -10.513  -18.003
O  3.456  -12.194  -16.308
F  3.648  -9.964  -15.715
N  -0.238  -8.601  -21.080
S  0.922  -9.343  -20.270
O  1.029  -10.743  -20.332
O  1.171  -8.732  -19.008
F  2.157  -8.837  -21.094
S  -1.523  -9.362  -20.232
O  -1.514  -9.139  -18.832
O  -2.093  -10.533  -20.756
F  -2.507  -8.241  -20.755
N  -1.994  -6.568  -23.677
S  -3.584  -6.687  -23.992
O  -4.023  -7.300  -25.182
O  -4.391  -5.657  -23.459
F  -3.771  -7.832  -22.902
S  -1.627  -5.460  -24.891
O  -1.534  -4.141  -24.348
O  -2.128  -5.597  -26.187
F  -0.094  -5.864  -24.966
N  1.876  -13.484  -22.114
S  1.128  -13.036  -23.446
O  -0.065  -13.747  -23.716
O  2.002  -12.543  -24.436
F  0.452  -11.665  -22.928
S  2.431  -14.972  -22.616
O  3.241  -14.988  -23.766
O  1.501  -16.023  -22.409
F  3.453  -15.204  -21.425
N  -3.876  -11.769  -25.420
S  -2.720  -12.811  -25.762
O  -2.864  -14.058  -25.097
O  -1.420  -12.243  -25.836
F  -3.099  -13.153  -27.274
S  -3.285  -11.083  -24.075
O  -2.506  -9.903  -24.154
O  -3.025  -11.979  -22.991
F  -4.689  -10.515  -23.597
N  -1.462  -5.187  -19.515
S  -2.943  -4.576  -19.963
O  -3.288  -3.315  -19.404
O  -3.950  -5.538  -20.234
F  -2.462  -4.209  -21.444
S  -1.848  -5.608  -18.014
O  -2.614  -6.779  -17.745
O  -1.976  -4.497  -17.152
F  -0.366  -6.161  -17.655
O  -4.851  -8.673  -17.764
H  -3.996  -8.225  -17.794
H  -5.389  -8.118  -17.195
O  2.249  -6.007  -18.898
H  2.963  -6.089  -18.259
H  2.585  -6.451  -19.686
O  2.827  -13.239  -19.565
H  3.761  -13.108  -19.389
H  2.701  -12.983  -20.496
O  -3.662  -11.455  -17.951
H  -4.008  -11.675  -18.833
H  -3.666  -10.493  -17.937
O  1.549  -6.671  -23.120
H  1.892  -5.773  -23.155
H  2.068  -7.165  -23.795
O  -1.827  -13.629  -21.082
H  -2.203  -13.018  -21.743
H  -2.451  -14.356  -21.030
O  -4.704  -11.669  -20.709
H  -4.890  -12.559  -21.021
H  -3.888  -11.422  -21.171

Its spin multiplicity is 1. Its total energy is -10647.413247 hartree. As for the total charge: -3. The calculation puts the HOMO energy at -0.1342 Ha.

---

The calculation returns the following maximum force values, one per record and in order: 13.64 9.10 11.63 5.23 eV/A.